Record 1
A structure of composition C28H37CaClN4P2. Source: the OMol25 dataset; level of theory: ωB97M-V with the def2-TZVPD basis set.

Calculated values
LUMO: -1.11 eV
orbital gap: 5.628 eV
energy relative to the best compared isomer or geometry (same formula, charge and spin): 31.6 kJ/mol

ORCA input file:
```
! RIJCOSX wB97M-V def2-TZVPD def2/J DEFGRID3
* xyz 0 1
Ca -0.0508 -2.7064 3.2600
C -1.1347 2.9872 4.6710
C -1.5668 2.1755 3.7145
C -0.8674 1.6562 2.5007
C 0.2654 0.6126 2.6199
C 1.5948 1.1017 3.1710
C 1.8144 2.2817 3.7357
C 1.0895 3.5715 3.4954
C 0.0768 3.8649 4.6389
C 1.3812 -3.0012 5.3156
H -1.7448 3.1411 5.5755
H -2.6012 1.8013 3.8139
H -0.5745 2.4257 1.7801
H -1.6683 1.0973 1.9919
H -0.1380 -0.2074 3.3002
H 0.3904 0.1510 1.6014
H 2.3617 0.2990 3.2173
H 2.6517 2.3827 4.4412
H 0.5842 3.6818 2.5265
H 1.8421 4.3850 3.5405
H 0.6208 3.8032 5.5929
H -0.1941 4.9272 4.5172
H 0.8666 -3.1872 6.2635
H 1.7592 -1.9814 5.2911
H 2.3181 -3.5729 5.3189
P 1.4589 -1.2842 -1.8548
P -1.8883 -0.7694 -1.6764
N 2.8433 -0.1594 -1.9219
N 2.1823 -2.4713 -2.9280
N -2.0468 1.0093 -1.7712
N -3.4802 -1.1456 -2.2855
C 0.4731 -0.4181 -3.1651
C -0.9730 -0.9146 -3.2778
C 3.5614 0.3827 -0.8461
C 4.5552 1.2119 -1.3606
C 4.4391 1.1899 -2.7869
C 3.3590 0.3811 -3.1064
C 2.4219 -3.7968 -2.5438
C 2.8535 -4.5189 -3.6508
C 2.8911 -3.6178 -4.7755
C 2.4440 -2.3760 -4.3066
C -1.7768 1.8026 -0.6543
C -1.7896 3.1355 -1.0238
C -2.0540 3.1805 -2.4258
C -2.1271 1.8690 -2.8743
C -4.2743 -0.4097 -3.1815
C -5.3801 -1.1723 -3.5272
C -5.2632 -2.4296 -2.8431
C -4.0891 -2.4035 -2.1152
H 0.9105 -0.4357 -4.1726
H 0.5115 0.6345 -2.8712
H -1.4777 -0.3966 -4.1107
H -1.0066 -1.9830 -3.5258
H 3.2715 0.1521 0.1682
H 5.2639 1.7882 -0.7930
H 5.0515 1.7091 -3.5107
H 2.8729 0.2134 -4.0598
H 2.2348 -4.0948 -1.5338
H 3.0885 -5.5677 -3.6891
H 3.1761 -3.8227 -5.7931
H 2.2589 -1.4833 -4.8752
H -1.5593 1.3104 0.2753
H -1.5825 3.9747 -0.3715
H -2.1546 4.0654 -3.0403
H -2.2100 1.4844 -3.8878
H -3.9855 0.5784 -3.5064
H -6.1709 -0.8581 -4.2029
H -5.9728 -3.2477 -2.9003
H -3.6120 -3.1503 -1.5044
Cl -0.7950 -0.9002 5.6631
C -1.6247 -2.4646 5.4267
H -1.2352 -3.2615 6.0968
H -2.6701 -2.2101 5.7266
*
```



Record 2
A cluster of 3 separate species, C28H37F2N4O2 in total. Source: the OMol25 dataset; level of theory: ωB97M-V with the def2-TZVPD basis set.

Calculated values
LUMO: -3.43 eV
orbital gap: 7.659 eV

ORCA input file:
```
! RIJCOSX wB97M-V def2-TZVPD def2/J DEFGRID3
* xyz 1 1
C 5.5009 -0.6274 0.4268
C 4.4337 0.4367 0.4225
C 4.7291 1.7470 0.7958
C 3.7350 2.7087 0.8314
C 2.4297 2.3916 0.4686
C 2.1169 1.1038 0.0641
C 0.6898 0.7894 -0.3231
C 0.4085 0.3551 -1.7691
C 1.3209 -0.7078 -2.4315
N 0.7024 -2.0157 -2.0635
C -0.4570 -1.6233 -1.4122
N -0.9806 -2.3361 -0.4803
O -2.1281 -1.9768 0.1361
C -2.0405 -2.1440 1.5806
C -2.3635 -0.8273 2.2689
N -3.5665 -0.2342 1.6850
C -3.2778 0.9548 0.8712
C -4.5421 1.5371 0.2485
C -4.2165 2.4937 -0.8969
O -5.3273 2.2657 1.1925
N -0.9274 -0.3504 -1.7383
C 3.1235 0.1340 0.0675
H 6.4058 -0.2893 -0.0769
H 5.1397 -1.5554 -0.0153
H 5.7846 -0.8575 1.4586
H 5.7400 2.0139 1.0819
H 3.9605 3.7178 1.1569
H 1.6616 3.1562 0.4932
H 0.1058 1.7028 -0.1810
H 0.2651 0.0654 0.3826
H 0.3094 1.2182 -2.4229
H 1.2296 -0.5916 -3.5175
H 2.3837 -0.6401 -2.2297
H 0.4636 -2.5695 -2.8839
H -0.5601 -3.2286 -0.2286
H -1.0466 -2.4997 1.8656
H -2.7658 -2.9076 1.8649
H -1.5157 -0.1359 2.1985
H -2.5208 -1.0473 3.3270
H -4.1969 0.0054 2.4397
H -2.7552 1.7324 1.4488
H -2.6413 0.6137 0.0513
H -5.1195 0.6783 -0.1169
H -3.2506 2.2575 -1.3495
H -4.1656 3.5120 -0.5093
H -4.9750 2.4641 -1.6781
H -5.1863 1.9201 2.0784
H -1.3388 -0.3739 -2.6695
H 2.8836 -0.8921 -0.1996
F -1.5107 -4.7985 -8.1805
C -1.6287 -4.3807 -6.9145
C -1.5802 -3.0244 -6.6556
C -1.7078 -2.5998 -5.3419
C -1.8718 -3.5261 -4.3195
C -1.9149 -4.8847 -4.6058
C -1.7960 -5.3216 -5.9153
H -1.4508 -2.3262 -7.4707
H -1.6877 -1.5381 -5.1255
H -1.9842 -3.1916 -3.2928
H -2.0434 -5.6071 -3.8112
H -1.8334 -6.3718 -6.1689
F 1.7094 3.7415 2.9854
C 1.9995 3.3676 4.2542
C 1.3090 3.9638 5.2894
C 1.6040 3.5774 6.5889
C 2.5754 2.6153 6.8310
C 3.2531 2.0342 5.7685
C 2.9667 2.4062 4.4618
H 0.5625 4.7168 5.0761
H 1.0736 4.0326 7.4142
H 2.8046 2.3213 7.8460
H 4.0137 1.2877 5.9545
H 3.4801 1.9624 3.6186
*
```



Record 3
A structure of composition C28H37FeN2O2P. Source: the OMol25 dataset; level of theory: ωB97M-V with the def2-TZVPD basis set.

Calculated values
LUMO (alpha / beta): -0.44 / -0.81 eV
orbital gap (alpha / beta): 6.658 / 6.288 eV
⟨S²⟩: 6.027

ORCA input file:
```
! RIJCOSX wB97M-V def2-TZVPD def2/J DEFGRID3
* xyz 0 5
C -1.6820 -3.7891 -1.9128
C -1.0458 -2.7320 -2.5700
C -0.4677 -1.6594 -1.8418
C -0.6245 -1.6263 -0.4460
C -1.4129 -2.5932 0.1703
C -1.8471 -3.7253 -0.5373
C 0.2851 -0.6240 -2.6390
C -0.5175 0.2499 -3.6771
N -1.5453 1.1298 -3.1584
Fe 0.5198 -0.4387 1.1345
C -1.8374 -2.4624 1.6044
P -1.6623 -0.6806 2.0770
H -0.9418 -2.7624 -3.6593
H -2.3739 -4.5191 -0.0170
H -2.0055 -4.6708 -2.4594
H -1.2534 -3.0712 2.3025
H -2.8842 -2.7629 1.7432
H 0.7720 0.0821 -1.9500
H 1.0848 -1.1267 -3.2240
H 0.1810 0.9321 -4.2126
C -1.8519 -0.6721 3.8938
C -3.2775 -0.1387 1.4321
H -1.0133 -0.3736 -4.4435
C -2.8737 0.6051 -2.9956
C -1.1621 2.2840 -2.3681
H 0.2342 0.5710 2.5335
H -3.5553 1.0637 -3.7292
H -2.8891 -0.4816 -3.1706
H -3.2908 0.8438 -2.0007
H -1.2642 3.2226 -2.9480
H -1.7958 2.4034 -1.4656
H -0.0976 2.2281 -2.0786
H -4.0866 -0.6001 2.0249
H -3.3736 0.9542 1.4665
H -3.4178 -0.4395 0.3828
H -2.6779 -1.3068 4.2463
H -0.9101 -1.0186 4.3332
H -2.0192 0.3617 4.2214
H 0.1373 1.0197 1.8931
C 2.0132 4.2313 2.7585
C 2.2857 4.1698 1.2824
C 1.3968 4.7971 0.4118
C 1.6432 4.8239 -0.9612
C 2.7884 4.2139 -1.4554
C 3.6366 3.4914 -0.6028
N 4.7136 2.8188 -1.1943
C 5.1783 1.5113 -1.0384
C 6.5233 1.2158 -1.3449
C 7.0302 -0.0716 -1.1818
C 6.2095 -1.0966 -0.6912
C 4.8771 -0.8155 -0.3920
C 4.3397 0.4494 -0.6331
C 2.8504 0.6216 -0.5186
O 2.3191 -0.1644 0.3711
O 2.2554 1.4089 -1.2797
C 3.4229 3.5116 0.7896
C 4.3808 2.8128 1.7047
H 1.9023 3.2368 3.2087
H 2.8295 4.7470 3.2805
H 1.0916 4.7909 2.9492
H 0.5101 5.2806 0.8212
H 0.9483 5.3112 -1.6437
H 2.9987 4.2063 -2.5251
H 5.1936 3.3462 -1.9157
H 7.1883 2.0238 -1.6598
H 8.0865 -0.2756 -1.3708
H 6.6043 -2.1056 -0.5619
H 4.2237 -1.5987 -0.0085
H 4.0922 1.7613 1.8641
H 5.4021 2.8225 1.3046
H 4.4183 3.2897 2.6921
*
```



Going through the records in order, we get F_max values of 2.87; 1.25; 3.42 eV/A.